No. 1
# C20H18BrF4NO9P2

The molecule C20H18BrF4NO9P2 in a non-equilibrium geometry (ωB97M-V/def2-TZVPD, the OMol25 dataset).

Geometry as XYZ:
```
55
C20H18BrF4NO9P2 (ωB97M-V/def2-TZVPD)
C -1.174 -0.316 5.448
C -0.825 0.998 4.719
C 0.537 0.928 4.005
F 1.485 1.759 4.608
C 0.495 1.191 2.514
C 0.078 2.317 1.914
P -0.565 3.787 2.802
O -1.886 3.558 3.375
O 0.530 4.225 3.882
O -0.654 4.972 1.743
C 0.155 2.376 0.419
O 0.322 3.410 -0.183
C 0.064 1.078 -0.328
C -0.438 1.020 -1.618
O -0.942 2.193 -2.199
C -0.065 2.908 -2.853
N 0.626 3.489 -3.566
C -0.495 -0.180 -2.318
P -1.232 -0.240 -4.025
C -2.810 0.688 -3.823
O -0.256 0.765 -4.879
C -0.016 -1.359 -1.714
C -0.046 -2.640 -2.517
C 1.098 -2.780 -3.554
O 1.502 -1.573 -4.142
C 2.323 -3.491 -2.986
F 2.890 -2.802 -1.977
F 2.027 -4.725 -2.558
F 3.265 -3.619 -3.934
C 0.472 -1.318 -0.392
C 0.927 -2.582 0.311
C -0.154 -3.154 1.214
O -0.012 -3.389 2.361
Br -1.888 -3.496 0.368
C 0.504 -0.091 0.280
C 1.017 0.048 1.681
O 1.838 -0.696 2.160
H -2.254 -0.458 5.384
H -0.728 -1.186 4.967
H -0.931 -0.269 6.508
H -0.766 1.827 5.422
H -1.616 1.199 4.001
H 0.921 -0.081 4.141
H 1.416 3.990 3.567
H 0.196 5.190 1.339
H -2.802 1.640 -4.352
H -3.577 0.065 -4.282
H -3.084 0.836 -2.779
H -0.225 0.455 -5.790
H -0.044 -3.521 -1.882
H -0.977 -2.676 -3.075
H 0.733 -3.429 -4.350
H 2.051 -1.074 -3.523
H 1.149 -3.345 -0.430
H 1.820 -2.449 0.906
```

Calculated values
HOMO-LUMO gap	7.009	eV
calculated total energy	-5161.11569	Eh
HOMO energy	-9.140	eV
maximum force	1.2	eV/A
SMILES string	CC[C@H](F)C1=C(P(=O)(O)O)C(=O)c2c(OC#N)c(P(C)O)c(C[C@@H](O)C(F)(F)F)c(CC(=O)Br)c2C1=O

Results of the Mulliken charge analysis, in e, for atoms 1 through 4: -1.244, -0.592, -0.540, -0.402

=====

No. 2
# C20H18Cl2F5N2O5TeZr

A structure of composition C20H18Cl2F5N2O5TeZr in a non-equilibrium geometry (ωB97M-V/def2-TZVPD, the OMol25 dataset).

Geometry as XYZ:
```
54
C20H18Cl2F5N2O5TeZr (ωB97M-V/def2-TZVPD)
Zr 0.157 0.833 0.454
Cl 8.064 -0.830 -1.635
C 6.436 -0.428 -1.248
C 6.166 0.228 -0.052
C 4.861 0.558 0.254
C 3.837 0.210 -0.624
C 4.116 -0.457 -1.817
C 5.423 -0.767 -2.137
C 2.463 0.525 -0.274
O 1.459 -0.061 -0.850
O 2.169 1.380 0.628
H 6.974 0.467 0.625
H 4.627 1.070 1.177
H 3.310 -0.717 -2.489
H 5.665 -1.274 -3.061
F -4.090 0.701 1.213
Te -2.397 0.302 1.784
F -2.789 1.339 3.200
F -3.281 -1.249 2.164
F -2.148 1.963 0.770
F -0.265 1.728 2.134
O -1.524 -0.335 0.295
Cl -1.435 -6.997 1.524
C -1.062 -5.342 1.790
C -0.273 -4.669 0.861
C 0.043 -3.349 1.083
C -0.457 -2.693 2.212
C -1.266 -3.374 3.125
C -1.560 -4.706 2.920
C -0.207 -1.281 2.368
O -1.086 -0.534 3.058
O 0.736 -0.693 1.789
H 0.077 -5.187 -0.021
H 0.648 -2.805 0.369
H -1.651 -2.859 3.994
H -2.178 -5.252 3.619
N 0.008 2.467 -0.979
C 0.205 3.511 -0.482
N 0.367 4.650 0.078
C -0.702 5.225 0.937
C -1.355 6.401 0.202
C -0.380 7.040 -0.801
C 1.054 6.976 -0.279
C 1.534 5.523 -0.219
H -0.212 5.540 1.856
H -1.407 4.436 1.185
H -1.663 7.135 0.948
H -2.255 6.066 -0.313
H -0.669 8.073 -0.988
H -0.435 6.518 -1.760
H 1.105 7.430 0.713
H 1.733 7.533 -0.922
H 2.285 5.375 0.556
H 1.952 5.206 -1.172
```

Calculated values
net charge	+1
HOMO-LUMO gap	7.418	eV
calculated total energy	-2993.39370	Eh
HOMO energy	-12.162	eV
maximum force	2.6	eV/A

Results of the Mulliken charge analysis, in e, for atoms 1 through 4: 1.471, -0.168, 0.436, -0.806

=====

No. 3
# C20H18F3N3O3

The molecule C20H18F3N3O3 in a non-equilibrium geometry (ωB97M-V/def2-TZVPD, the OMol25 dataset).

Geometry as XYZ:
```
47
C20H18F3N3O3 (ωB97M-V/def2-TZVPD)
O 0.395 0.340 -2.502
C 1.423 0.079 -1.911
C 2.385 1.174 -1.456
C 2.931 0.979 -0.031
C 1.823 0.622 0.884
N 1.498 -0.558 1.298
N 0.376 -0.426 2.038
C 0.075 0.830 2.037
C -1.098 1.468 2.703
O -1.387 2.745 2.212
C -1.664 2.893 0.872
C -1.765 1.851 -0.040
C -2.022 2.130 -1.373
C -2.191 3.433 -1.800
C -2.106 4.471 -0.885
C -1.842 4.206 0.443
O 0.959 1.559 1.329
N 1.831 -1.183 -1.665
C 0.950 -2.314 -1.901
C 0.015 -2.509 -0.732
C -1.215 -1.864 -0.749
C -2.084 -1.953 0.323
C -1.733 -2.690 1.440
C -0.513 -3.340 1.478
C 0.358 -3.249 0.401
C 1.664 -3.991 0.465
F 1.730 -4.980 -0.459
F 1.884 -4.583 1.643
F 2.744 -3.219 0.230
H 3.218 1.218 -2.161
H 1.836 2.115 -1.520
H 3.391 1.910 0.305
H 3.675 0.184 0.009
H -0.878 1.610 3.767
H -1.953 0.781 2.618
H -1.636 0.823 0.264
H -2.065 1.317 -2.080
H -2.384 3.640 -2.842
H -2.240 5.492 -1.208
H -1.762 4.999 1.170
H 2.595 -1.344 -1.029
H 0.366 -2.081 -2.795
H 1.563 -3.196 -2.091
H -1.477 -1.275 -1.615
H -3.037 -1.445 0.285
H -2.402 -2.760 2.283
H -0.231 -3.910 2.348
```

Calculated values
HOMO-LUMO gap	9.380	eV
calculated total energy	-1462.54909	Eh
HOMO energy	-8.716	eV
maximum force	1.5	eV/A
SMILES string	O=C(CCc1nnc(COc2ccccc2)o1)NCc1ccccc1C(F)(F)F

Results of the Mulliken charge analysis, in e, for atoms 1 through 4: -0.651, 0.447, -0.614, -1.050

=====

No. 4
# C20H18F9N5O5PtS

A structure of composition C20H18F9N5O5PtS in a non-equilibrium geometry (ωB97M-V/def2-TZVPD, the OMol25 dataset).

Geometry as XYZ:
```
59
C20H18F9N5O5PtS (ωB97M-V/def2-TZVPD)
Pt 0.808 0.029 0.410
N -2.084 -1.412 2.979
C -3.302 -1.657 2.396
C -4.397 -2.019 3.187
C -5.622 -2.274 2.611
C -5.788 -2.167 1.233
C -4.725 -1.786 0.442
C -3.479 -1.531 1.006
S -2.175 -0.968 -0.027
N -0.858 -0.914 0.984
C -0.952 -0.970 2.344
C 0.196 -0.589 3.065
C 0.354 -0.712 4.467
C 1.512 -0.287 5.055
C 2.520 0.279 4.261
C 2.320 0.386 2.900
N 1.216 -0.049 2.313
H -2.055 -1.406 3.989
H -4.278 -2.078 4.260
H -6.458 -2.544 3.235
H -6.750 -2.368 0.791
H -4.847 -1.665 -0.621
H -0.436 -1.146 5.060
H 1.649 -0.380 6.121
H 3.438 0.631 4.699
H 3.047 0.850 2.248
F 4.460 -0.065 -2.897
C 3.317 0.068 -2.218
F 2.397 0.369 -3.146
F 3.008 -1.135 -1.739
C 3.392 1.116 -1.052
O 2.785 0.697 0.055
C 4.897 1.328 -0.714
F 5.527 0.160 -0.574
F 5.043 1.985 0.431
F 5.559 2.018 -1.649
C 2.832 2.476 -1.582
F 3.236 3.515 -0.863
F 3.195 2.728 -2.852
F 1.499 2.462 -1.565
O -1.309 3.315 2.016
N -0.698 2.515 1.347
O -1.304 1.728 0.593
O 0.539 2.441 1.399
C -0.821 0.103 -4.991
N -0.312 -0.459 -3.761
C 0.321 -1.756 -3.875
C -0.325 0.189 -2.591
C -1.105 1.459 -2.497
O 0.287 -0.315 -1.626
H -0.362 -0.426 -5.825
H -0.558 1.156 -5.083
H -1.906 -0.004 -5.056
H -0.359 -2.451 -4.372
H 0.552 -2.124 -2.879
H 1.247 -1.697 -4.450
H -2.097 1.345 -2.928
H -0.592 2.262 -3.017
H -1.198 1.744 -1.450
```

Calculated values
multiplicity	3
HOMO-LUMO gap (spin up / spin down)	6.658 / 4.921	eV
calculated total energy	-2839.07835	Eh
<S²>	2.030
HOMO energy (spin up / spin down)	-6.630 / -7.721	eV
maximum force	1.9	eV/A

Results of the Mulliken charge analysis, in e, for atoms 1 through 4: 1.909, 0.041, -0.303, -0.770

=====

No. 5
# C20H18N2O4S

A structure of composition C20H18N2O4S in a non-equilibrium geometry (ωB97M-V/def2-TZVPD, the OMol25 dataset).

Geometry as XYZ:
```
45
C20H18N2O4S (ωB97M-V/def2-TZVPD)
C -6.725 0.499 -1.548
C -5.797 0.525 -0.402
C -6.040 1.117 0.820
C -4.974 0.757 1.586
C -4.126 -0.010 0.627
O -4.762 -0.080 -0.393
C -2.841 -0.441 1.153
C -1.809 0.460 -0.036
C -0.660 -0.111 -0.327
N -0.245 -1.444 0.195
C -1.256 -2.090 0.731
O -0.957 -3.279 1.004
C -2.610 -1.991 0.558
H -2.993 -1.904 -0.302
H -3.232 -2.420 1.241
H 0.624 -1.732 0.310
S 0.626 0.595 -1.131
C 1.381 -0.644 -2.039
C 2.704 -0.984 -1.384
O 2.460 -1.674 -0.178
O 3.695 -0.742 -1.965
C 4.834 -0.963 -1.006
C 5.221 0.097 -0.053
C 5.708 1.258 -0.299
C 5.981 2.357 0.240
C 5.730 1.972 1.794
C 5.108 0.547 2.168
C 4.922 -0.087 1.185
H 4.368 -1.231 1.611
H 4.865 0.507 3.270
H 5.822 2.825 2.498
H 6.377 3.110 0.066
H 6.059 1.432 -1.485
H 4.822 -2.178 -0.735
H 5.696 -1.135 -1.925
H 0.736 -1.181 -2.261
H 1.775 -0.139 -3.229
C -2.159 1.727 -0.115
N -2.516 2.782 -0.740
H -2.598 -0.001 2.129
H -4.786 0.972 2.799
H -7.237 1.574 1.421
H -7.856 0.872 -1.397
H -6.349 0.941 -2.394
H -6.992 -0.463 -2.061
```

Calculated values
HOMO-LUMO gap	7.539	eV
calculated total energy	-1580.74736	Eh
HOMO energy	-7.704	eV
maximum force	19.6	eV/A

Results of the Mulliken charge analysis, in e, for atoms 1 through 4: -1.341, 0.634, -0.340, -0.436

=====

No. 6
# C20H18N4O2S

The molecule C20H18N4O2S in a non-equilibrium geometry (ωB97M-V/def2-TZVPD, the OMol25 dataset).

Geometry as XYZ:
```
45
C20H18N4O2S (ωB97M-V/def2-TZVPD)
C 2.612 2.749 -2.235
C 2.309 2.375 -0.817
C 3.319 1.959 0.042
C 3.023 1.590 1.342
C 1.718 1.616 1.795
C 0.698 2.027 0.941
N -0.616 1.992 1.428
C -1.760 1.959 0.691
O -1.899 2.406 -0.422
C -2.968 1.422 1.462
S -2.606 -0.011 2.520
C -1.582 -0.919 1.412
N -1.402 -0.398 0.247
C -0.516 -1.025 -0.558
C 0.156 -2.181 -0.160
N 1.015 -2.568 -1.153
C 0.916 -1.679 -2.187
C 1.588 -1.644 -3.403
C 1.286 -0.616 -4.270
C 0.339 0.363 -3.951
C -0.336 0.340 -2.751
C -0.045 -0.688 -1.858
C -0.075 -2.795 1.111
O 0.434 -3.811 1.547
N -1.008 -2.061 1.877
C -1.330 -2.552 3.198
C 1.001 2.418 -0.356
H 2.447 1.888 -2.883
H 1.956 3.549 -2.571
H 3.646 3.067 -2.344
H 4.341 1.926 -0.307
H 3.813 1.273 2.007
H 1.486 1.315 2.808
H -0.689 1.635 2.374
H -3.362 2.186 2.134
H -3.736 1.142 0.742
H 1.615 -3.375 -1.104
H 2.319 -2.397 -3.656
H 1.793 -0.563 -5.223
H 0.137 1.147 -4.665
H -1.068 1.087 -2.488
H -2.402 -2.732 3.286
H -0.783 -3.485 3.335
H -1.028 -1.831 3.959
H 0.210 2.741 -1.009
```

Calculated values
HOMO-LUMO gap	8.298	eV
calculated total energy	-1540.71151	Eh
HOMO energy	-7.863	eV
maximum force	1.3	eV/A
SMILES string	Cc1cccc(NC(=O)CSc2nc3c([nH]c4ccccc43)c(=O)n2C)c1

Results of the Mulliken charge analysis, in e, for atoms 1 through 4: -1.516, 0.785, -0.673, -0.781

=====

No. 7
# C20H18N4O3STl

A structure of composition C20H18N4O3STl (ωB97M-V/def2-TZVPD, the OMol25 dataset).

Geometry as XYZ:
```
47
C20H18N4O3STl (ωB97M-V/def2-TZVPD)
Tl 1.204 -2.389 -0.393
O 2.922 -0.717 0.266
C 2.862 0.521 0.587
C 3.970 1.383 0.321
C 3.944 2.733 0.589
C 2.813 3.330 1.159
C 1.734 2.518 1.452
C 1.716 1.144 1.181
C 0.515 0.425 1.595
N 0.205 -0.788 1.341
N -1.023 -1.166 1.899
C -1.144 -2.480 1.998
O -0.335 -3.376 1.638
C -2.454 -2.926 2.616
C -2.741 -4.286 2.650
C -3.939 -4.744 3.186
C -4.862 -3.842 3.699
C -4.576 -2.480 3.675
C -3.381 -2.025 3.138
H 4.850 0.918 -0.112
H 4.814 3.341 0.359
H 2.788 4.390 1.376
H 0.849 2.953 1.910
H -0.192 0.992 2.208
H -1.999 -4.966 2.252
H -4.153 -5.807 3.206
H -5.797 -4.195 4.116
H -5.292 -1.773 4.078
H -3.141 -0.971 3.111
N 2.104 3.827 -4.988
C 0.885 3.436 -4.596
S -0.463 4.251 -5.098
C 0.852 2.232 -3.700
C -0.351 1.609 -3.406
C -0.350 0.494 -2.582
N 0.760 -0.023 -2.056
C 1.916 0.575 -2.330
C 2.006 1.700 -3.135
H 2.163 4.607 -5.619
H 2.928 3.287 -4.795
H -1.271 1.999 -3.818
H -1.273 -0.018 -2.329
H 2.792 0.151 -1.852
H 2.979 2.156 -3.257
O -1.864 -1.847 -0.879
H -1.810 -1.411 -0.010
H -2.156 -2.737 -0.654
```

Calculated values
net charge	-1
HOMO-LUMO gap	5.762	eV
calculated total energy	-1788.45733	Eh
HOMO energy	-4.052	eV
maximum force	0.3	eV/A

Results of the Mulliken charge analysis, in e, for atoms 1 through 4: 0.783, -0.879, 0.171, -0.256

=====

No. 8
# C20H18N6O4

A structure of composition C20H18N6O4 in a non-equilibrium geometry (ωB97M-V/def2-TZVPD, the OMol25 dataset).

Geometry as XYZ:
```
48
C20H18N6O4 (ωB97M-V/def2-TZVPD)
N -2.487 -6.413 2.372
C -2.071 -5.429 1.882
C -1.569 -4.225 1.298
C -0.245 -3.855 1.063
C 0.084 -2.528 0.696
N 1.405 -2.218 0.534
O 2.403 -2.926 0.594
O 1.506 -0.838 0.212
C -0.863 -1.467 0.498
C -2.193 -1.886 0.743
N -3.326 -1.118 1.021
O -3.650 0.038 0.882
O -4.308 -2.065 1.558
N -3.788 -3.344 1.616
C -2.538 -3.199 1.123
H 0.552 -4.583 1.135
H -0.624 -0.422 0.770
C 2.553 1.030 -1.469
C 1.852 2.001 -0.579
C 0.460 1.863 -0.464
N -0.081 0.657 -0.974
C 0.687 -0.523 -0.915
N 0.185 -1.372 -1.930
C 0.938 -2.368 -2.704
C -0.944 -0.752 -2.484
C -1.128 0.451 -1.884
C -0.320 2.694 0.340
C -1.779 2.484 0.473
C 0.336 3.688 1.070
C 1.717 3.873 0.987
C 2.378 4.925 1.826
C 2.475 3.028 0.149
H 3.578 0.871 -1.092
H 1.884 0.074 -1.462
H 2.639 1.430 -2.500
H 1.716 -2.794 -2.066
H 0.242 -3.160 -3.000
H 1.402 -1.954 -3.616
H -1.574 -1.257 -3.223
H -1.937 1.170 -2.009
H -2.134 3.021 1.355
H -2.328 2.871 -0.392
H -2.054 1.436 0.603
H -0.253 4.329 1.725
H 3.368 5.170 1.439
H 1.775 5.834 1.844
H 2.494 4.594 2.864
H 3.563 3.162 0.091
```

Calculated values
HOMO-LUMO gap	5.003	eV
calculated total energy	-1401.98132	Eh
HOMO energy	-6.356	eV
maximum force	4.8	eV/A

Results of the Mulliken charge analysis, in e, for atoms 1 through 4: -0.506, -0.088, 0.232, -1.023

=====

No. 9
# C20H19AsIrN4O11S2

A structure of composition C20H19AsIrN4O11S2 (ωB97M-V/def2-TZVPD, the OMol25 dataset).

Geometry as XYZ:
```
58
C20H19AsIrN4O11S2 (ωB97M-V/def2-TZVPD)
Ir -0.039 0.381 -1.067
O 3.276 1.826 1.635
As 1.553 1.432 1.820
O 1.437 0.582 3.199
O 1.377 0.574 0.352
C 0.838 3.205 1.499
C 1.717 4.281 1.532
C 1.269 5.555 1.206
C -0.050 5.764 0.839
C -0.936 4.696 0.807
C -0.484 3.429 1.133
S -1.632 2.085 1.086
O -2.947 2.594 1.322
O -1.091 1.113 2.012
O -1.543 1.562 -0.329
H 3.723 1.367 2.358
H 2.749 4.119 1.807
H 1.960 6.387 1.240
H -0.394 6.757 0.582
H -1.977 4.835 0.548
O -0.380 3.547 -3.530
C -0.229 2.568 -2.898
O 0.578 2.034 -2.112
C -1.651 1.315 -3.244
O -2.435 1.795 -3.972
O -1.378 0.263 -2.642
N -0.664 -1.164 0.066
C -1.147 -1.416 1.091
N -1.692 -1.705 2.225
C -0.929 -1.566 3.482
C -0.637 -2.955 4.012
O -1.832 -3.715 4.149
C -2.484 -3.890 2.909
C -2.888 -2.549 2.316
H -1.565 -1.014 4.175
H -0.026 -0.980 3.301
H -0.186 -2.896 5.000
H 0.057 -3.475 3.338
H -3.364 -4.506 3.095
H -1.825 -4.419 2.206
H -3.597 -2.044 2.975
H -3.335 -2.657 1.329
N 3.252 0.412 -1.464
C 2.614 -0.511 -2.173
N 1.335 -0.803 -2.046
C 0.967 -1.870 -2.886
C -0.285 -2.471 -2.970
C -0.465 -3.512 -3.864
C 0.576 -3.966 -4.671
C 1.828 -3.384 -4.586
C 2.004 -2.344 -3.687
S 3.471 -1.467 -3.350
H 2.776 0.788 -0.643
H 4.213 0.628 -1.653
H -1.100 -2.126 -2.355
H -1.438 -3.978 -3.937
H 0.409 -4.780 -5.363
H 2.648 -3.732 -5.200
```

Calculated values
multiplicity	2
HOMO-LUMO gap (spin up / spin down)	8.961 / 6.541	eV
calculated total energy	-4956.74321	Eh
<S²>	0.754
HOMO energy (spin up / spin down)	-8.703 / -8.712	eV
maximum force	0.4	eV/A

Results of the Mulliken charge analysis, in e, for atoms 1 through 4: 2.265, -0.692, 0.811, -0.808